Record 1
A molecular structure, C4H5I2N3 at a distorted geometry, computed with the ωB97M-V functional and the def2-TZVPD basis.

Its HOMO energy is -9.00 eV. For the total energy, the calculation gives -24899.4994 eV. The calculation puts the gap between HOMO and LUMO at 8.88 eV. Its energy above the lowest of the compared OMol25 structures with the same formula, charge and spin is 21.1 kcal/mol.

```
14
Properties=species:S:1:pos:R:3:forces:R:3:mulliken_charge:R:1
C -2.119 -0.351 0.462 -4.482 1.407 0.101 0.53
C -0.243 -0.073 -0.322 2.719 0.848 1.784 0.36
C 1.096 0.549 -0.821 -1.128 -2.786 -1.339 -0.89
C -3.707 -0.047 0.758 1.291 -0.565 0.194 -0.81
N -1.411 0.513 -0.317 0.160 -1.006 0.286 -0.41
N -1.514 -1.402 0.902 -0.024 -0.535 1.271 -0.66
N -0.265 -1.205 0.489 2.218 0.259 -1.326 0.16
I -4.937 -1.593 -0.281 0.662 0.803 0.671 0.08
I -4.198 1.916 0.049 -0.036 -0.285 0.074 0.11
H 1.645 1.284 -0.232 -0.548 -0.273 0.359 0.27
H 1.714 -0.404 -0.994 -0.271 1.726 0.010 0.27
H 0.818 0.982 -1.801 0.556 -0.146 0.441 0.27
H -4.055 0.004 1.852 0.966 -0.604 -1.779 0.45
H 0.566 -1.808 0.789 -2.083 1.155 -0.748 0.27
```
Positions in Å, forces in eV/Å.

Record 2
2 unconnected molecules or ions with the total composition C4H4F3N3 at a distorted geometry, computed with the ωB97M-V functional and the def2-TZVPD basis.

Its HOMO energy (spin up / spin down) is -10.22 / -9.04 eV. For the total energy, the calculation gives -16829.2299 eV. The calculation puts the gap between HOMO and LUMO (spin up / spin down) at 10.07 / 6.92 eV. Its energy above the lowest of the compared OMol25 structures with the same formula, charge and spin is 124.8 kcal/mol.

```
14
Properties=species:S:1:pos:R:3:forces:R:3:mulliken_charge:R:1
C -0.019 -1.622 0.225 0.188 -2.081 1.083 -0.38
C -0.898 -1.176 -0.702 0.339 0.785 -0.377 0.29
C -1.920 1.087 -1.131 -0.241 -1.187 -2.536 -0.78
C 2.396 0.049 0.928 1.460 0.357 1.077 0.60
N 0.027 -0.680 1.203 -1.169 0.463 0.286 -0.29
N -0.759 0.339 0.913 0.874 -0.821 -1.770 -0.49
N -1.250 0.063 -0.355 0.053 -0.021 0.308 0.40
F 2.660 -0.472 -0.277 0.199 0.420 0.966 -0.19
F 2.456 1.383 0.914 -0.142 -0.769 -0.371 -0.21
F 3.265 -0.384 1.905 -1.075 0.177 -1.671 -0.22
H 0.396 -2.645 0.410 -0.252 1.410 -0.483 0.35
H -2.363 1.658 -0.403 -1.392 1.750 1.406 0.34
H -1.292 1.737 -1.782 0.199 -0.715 0.781 0.28
H -2.699 0.662 -1.849 0.959 0.233 1.301 0.29
```
Positions in Å, forces in eV/Å.

Record 3
A gas-phase ion, C2H7N4S2 (charge +1) at a distorted geometry, computed with the ωB97M-V functional and the def2-TZVPD basis.

As for the total charge: +1. Its HOMO energy is -13.24 eV. For the total energy, the calculation gives -29807.3106 eV. The calculation puts the gap between HOMO and LUMO at 7.90 eV. The SMILES is C=[N+](N)C(=S)NNS. Its energy above the lowest of the compared OMol25 structures with the same formula, charge and spin is 66.0 kcal/mol.

```
15
Properties=species:S:1:pos:R:3:forces:R:3:mulliken_charge:R:1
C 0.564 0.996 -1.309 0.720 0.272 -0.479 0.11
C 0.281 -1.050 -0.144 1.088 1.458 -1.499 -0.28
N 0.603 1.441 0.001 0.284 2.026 1.983 -0.03
N 0.138 -0.373 -1.326 1.786 -0.499 4.103 0.57
N -0.774 -0.939 -2.166 -1.574 2.454 -1.034 -0.71
N 0.012 0.729 1.036 -0.559 -1.665 0.298 -0.52
S 1.051 1.833 -2.608 -0.538 -0.296 0.372 -0.23
S -1.629 1.157 1.479 0.765 0.727 0.058 0.00
H -0.432 -1.798 -0.037 -1.470 -1.249 0.342 0.44
H 1.230 -1.300 0.362 -0.325 1.152 -0.364 0.26
H 0.760 2.443 0.366 -0.072 -1.840 -2.186 0.29
H -0.940 -0.270 -2.950 0.121 -1.156 0.574 0.29
H -0.421 -1.823 -2.394 0.358 -1.138 -1.266 0.27
H 0.604 0.574 1.867 -0.132 0.311 -0.827 0.36
H -1.280 2.427 1.869 -0.451 -0.556 -0.077 0.17
```
Positions in Å, forces in eV/Å.

Record 4
2 unconnected molecules or ions with the total composition CH6NS at a distorted geometry, computed with the ωB97M-V functional and the def2-TZVPD basis.

As for the total charge: +1. Its HOMO energy is -13.13 eV. For the total energy, the calculation gives -13451.2965 eV. The calculation puts the gap between HOMO and LUMO at 7.36 eV. Its energy above the lowest of the compared OMol25 structures with the same formula, charge and spin is 18.8 kcal/mol.

```
9
Properties=species:S:1:pos:R:3:forces:R:3:mulliken_charge:R:1
C 1.124 0.477 -0.624 -0.047 2.815 -2.189 -0.13
N 1.620 -0.284 0.204 2.718 -2.130 2.623 -0.11
S -2.324 -0.382 0.380 -1.763 0.326 -0.850 -0.37
H 0.975 1.527 -0.332 -0.730 -0.623 -0.007 0.27
H 1.123 0.240 -1.669 -0.499 -0.410 -0.394 0.30
H 2.171 -1.154 0.049 -1.217 0.389 -0.459 0.32
H -3.351 -0.098 -0.592 1.434 -0.413 1.577 0.21
H 1.828 0.094 1.120 -0.334 -0.055 0.472 0.31
H -3.166 -0.420 1.464 0.437 0.101 -0.773 0.20
```
Positions in Å, forces in eV/Å.

Record 5
2 unconnected molecules or ions with the total composition C4H11NS, computed with the ωB97M-V functional and the def2-TZVPD basis.

As for the spin multiplicity: 2. As for the total charge: +1. Its HOMO energy (spin up / spin down) is -13.14 / -12.75 eV. For the total energy, the calculation gives -16643.0180 eV. The calculation puts the gap between HOMO and LUMO (spin up / spin down) at 9.64 / 7.16 eV. Its energy above the lowest of the compared OMol25 structures with the same formula, charge and spin is 5.5 kcal/mol.

```
17
Properties=species:S:1:pos:R:3:forces:R:3:mulliken_charge:R:1
C 1.894 -1.515 0.963 -0.147 0.018 0.347 -0.93
C 0.877 -1.383 2.092 0.125 -0.194 0.238 -0.40
S -0.749 -0.726 1.763 0.026 -0.081 -0.213 -0.15
H 1.931 -0.629 0.328 0.005 -0.008 -0.002 0.24
H 1.695 -2.402 0.364 -0.024 0.085 -0.129 0.28
H 2.871 -1.639 1.432 0.070 -0.024 -0.200 0.35
H 1.272 -0.815 2.940 -0.026 0.155 -0.088 0.34
H 0.684 -2.365 2.539 -0.051 -0.049 0.007 0.35
C -0.743 1.410 -1.016 -0.054 0.955 0.248 0.21
C -0.882 2.561 -1.639 0.142 -0.158 0.280 -0.82
N -1.554 0.237 -1.383 -0.131 0.031 -0.322 -0.27
H -0.119 1.282 -0.153 0.130 -0.384 0.086 0.19
H -0.325 3.445 -1.365 0.148 -0.174 0.185 0.27
H -1.580 2.695 -2.426 -0.520 0.048 -0.755 0.27
H -1.717 0.232 -2.392 0.207 -0.207 -0.061 0.42
H -1.066 -0.614 -1.082 -0.139 -0.077 0.037 0.31
H -2.490 0.225 -0.963 0.237 0.065 0.344 0.35
```
Positions in Å, forces in eV/Å.

Record 6
A gas-phase ion, C3H10N3 (charge +1) at a distorted geometry, computed with the ωB97M-V functional and the def2-TZVPD basis.

As for the total charge: +1. Its HOMO energy is -12.85 eV. For the total energy, the calculation gives -7735.0834 eV. The calculation puts the gap between HOMO and LUMO at 7.97 eV. The SMILES is C=[NH+]CNNC. Its energy above the lowest of the compared OMol25 structures with the same formula, charge and spin is 73.4 kcal/mol.

```
16
Properties=species:S:1:pos:R:3:forces:R:3:mulliken_charge:R:1
C 1.074 -1.154 -0.168 -0.518 -0.747 -0.319 -0.62
C 1.657 1.178 -0.280 -0.259 -0.777 0.346 -0.14
C -2.043 0.536 0.251 -0.123 -0.069 0.257 -0.89
N 1.670 0.062 0.367 0.228 1.397 -0.051 -0.01
N -0.337 -1.154 0.088 -0.241 -0.391 0.333 -0.33
N -1.023 -0.108 -0.547 0.650 0.492 -0.781 -0.12
H 1.236 -1.178 -1.249 0.130 0.033 0.195 0.34
H 1.524 -2.031 0.298 0.040 0.169 -0.039 0.35
H 1.826 2.118 0.222 0.155 0.039 0.200 0.31
H 1.478 1.175 -1.343 -0.038 -0.137 -0.142 0.28
H -2.784 -0.167 0.644 -0.008 0.006 0.020 0.33
H -1.574 1.062 1.083 -0.065 0.032 0.023 0.31
H -2.555 1.262 -0.376 -0.001 0.025 0.027 0.33
H 1.831 0.077 1.374 0.029 0.097 -0.176 0.31
H -0.586 -1.235 1.073 0.027 -0.078 -0.297 0.31
H -1.393 -0.442 -1.438 -0.005 -0.093 0.404 0.25
```
Positions in Å, forces in eV/Å.

Record 7
2 unconnected molecules or ions with the total composition C12H20O at a distorted geometry, computed with the ωB97M-V functional and the def2-TZVPD basis.

Its HOMO energy is -8.47 eV. For the total energy, the calculation gives -14815.8547 eV. The calculation puts the gap between HOMO and LUMO at 9.35 eV. The SMILES is CCc1ccc(O)cc1.CC(C)C. Its energy above the lowest of the compared OMol25 structures with the same formula, charge and spin is 8.2 kcal/mol.

```
33
Properties=species:S:1:pos:R:3:forces:R:3:mulliken_charge:R:1
C -1.015 0.429 1.027 0.038 -0.910 -0.273 -0.57
C -1.881 0.290 -0.229 -0.736 0.257 0.187 -1.05
C -0.542 1.846 1.209 -0.184 -0.199 -0.457 0.23
C 0.500 2.294 0.407 0.166 0.200 0.469 -0.50
C -1.206 2.767 2.007 0.013 -0.094 -0.258 -0.40
C 0.968 3.605 0.518 0.153 -1.068 -0.485 -0.64
C -0.802 4.098 2.061 -0.025 -1.045 0.654 -0.56
C 0.332 4.486 1.366 -0.421 1.226 -0.220 0.96
O 0.698 5.821 1.440 0.654 -0.491 -0.586 -0.56
H -1.593 0.013 1.862 0.124 0.506 0.112 0.36
H -0.150 -0.248 0.942 -0.113 0.254 -0.018 0.10
H -2.302 -0.704 -0.362 0.261 -0.189 0.095 0.33
H 0.955 1.595 -0.293 0.102 0.200 0.153 0.33
H -2.095 2.421 2.528 0.149 0.224 0.194 0.35
H 1.835 3.858 -0.085 -0.106 0.403 0.126 0.27
H -1.333 4.724 2.759 0.098 0.578 -0.196 0.38
H 1.375 5.966 0.746 -0.540 0.014 0.693 0.28
H -1.365 0.574 -1.143 0.112 0.063 -0.011 0.29
H -2.764 0.932 -0.116 0.209 0.143 -0.155 0.38
C 0.860 -2.820 -1.050 -0.382 0.052 -0.462 1.30
C -0.598 -3.053 -0.714 -0.949 -0.660 1.474 -1.42
C 1.771 -3.831 -0.369 0.701 0.737 -0.374 -1.51
C 1.022 -2.884 -2.577 0.094 0.042 0.460 -1.52
H 1.134 -1.811 -0.722 0.022 -0.031 0.015 -0.08
H -0.848 -2.964 0.358 0.568 0.414 -0.033 0.33
H -0.891 -4.104 -0.834 0.088 0.088 -0.751 0.42
H 1.710 -4.794 -0.854 -0.410 -0.500 0.135 0.33
H 2.810 -3.528 -0.544 -0.031 0.050 0.228 0.39
H 1.606 -3.880 0.703 -0.067 -0.209 0.065 0.38
H 0.301 -2.228 -3.051 -0.015 0.290 -0.171 0.37
H 2.034 -2.589 -2.863 -0.062 -0.111 -0.174 0.39
H 0.801 -3.889 -2.941 0.178 -0.071 0.022 0.35
H -1.326 -2.392 -1.185 0.311 -0.160 -0.458 0.28
```
Positions in Å, forces in eV/Å.

Record 8
A molecular structure, C25H38N2O3PdS2Se, computed with the ωB97M-V functional and the def2-TZVPD basis.

As for the total charge: -2. Its HOMO energy is 0.10 eV. For the total energy, the calculation gives -126161.9023 eV. The calculation puts the gap between HOMO and LUMO at 3.68 eV. Its energy above the lowest of the compared OMol25 structures with the same formula, charge and spin is 31.2 kcal/mol.

```
72
Properties=species:S:1:pos:R:3:forces:R:3:mulliken_charge:R:1
Pd 0.616 1.522 0.905 -0.079 0.077 -0.030 -0.50
C 2.521 -4.379 -1.271 -0.008 0.000 0.008 -1.57
C 1.622 -3.170 -1.050 0.004 -0.033 0.046 0.32
C 2.356 -1.872 -1.348 -0.010 -0.033 -0.015 -0.95
N 1.507 -0.718 -1.127 0.034 0.084 0.074 0.90
C 1.376 0.348 -1.915 -0.015 0.000 -0.031 0.04
S 0.894 1.835 -1.354 0.026 -0.015 0.022 -0.61
N 1.687 0.230 -3.297 -0.010 0.064 0.036 -0.02
C 1.283 -0.743 -4.160 0.098 -0.043 -0.006 0.23
O 0.744 -1.787 -3.844 -0.050 0.015 -0.033 -0.59
C 1.586 -0.450 -5.609 -0.045 0.003 -0.018 0.38
C 2.573 0.438 -6.024 0.029 0.027 -0.015 -0.33
C 2.801 0.649 -7.378 -0.003 -0.007 -0.004 -0.70
C 2.044 -0.023 -8.325 -0.001 0.000 0.005 -0.33
C 1.062 -0.916 -7.915 0.001 -0.002 -0.003 -0.50
C 0.841 -1.132 -6.565 0.004 0.005 0.013 -0.40
H 1.996 -5.307 -1.040 0.003 0.002 0.001 0.40
H 3.409 -4.331 -0.634 -0.002 -0.002 -0.002 0.33
H 2.858 -4.434 -2.311 0.001 0.002 -0.005 0.35
H 1.268 -3.146 -0.017 0.015 -0.008 -0.038 0.15
H 0.740 -3.225 -1.689 0.011 0.003 0.011 0.23
H 2.719 -1.873 -2.376 0.011 -0.003 0.024 0.29
H 3.225 -1.781 -0.684 -0.001 -0.007 -0.001 0.51
H 1.323 -0.458 -0.140 -0.019 -0.013 -0.046 -0.58
H 1.813 1.152 -3.691 -0.012 -0.022 -0.011 0.38
H 3.188 0.954 -5.297 -0.013 -0.014 0.013 0.47
H 3.576 1.338 -7.689 -0.001 -0.001 0.000 0.37
H 2.221 0.146 -9.381 -0.002 -0.002 0.000 0.36
H 0.469 -1.446 -8.650 0.000 0.000 -0.001 0.37
H 0.092 -1.832 -6.217 -0.005 -0.005 -0.008 0.44
C -2.535 0.269 -0.503 -0.026 -0.087 0.067 -0.65
C -2.462 -1.250 -0.463 0.005 0.008 0.003 -0.83
S -1.278 -1.921 0.736 0.004 0.031 -0.003 0.89
O -1.676 -3.371 0.877 -0.006 0.002 -0.009 -0.82
C -1.814 -1.061 2.219 -0.002 -0.034 -0.009 1.37
C -3.247 -1.357 2.618 -0.024 -0.003 -0.018 -1.61
H -3.020 0.596 -1.426 -0.011 0.016 -0.017 0.41
H -1.540 0.718 -0.452 0.032 0.040 -0.044 -0.02
H -3.075 0.677 0.351 0.018 -0.007 0.001 0.06
H -2.108 -1.659 -1.413 -0.010 -0.011 0.014 0.38
H -3.415 -1.732 -0.227 -0.004 0.011 0.002 0.50
H -1.625 0.011 2.070 -0.018 0.044 -0.025 -1.21
H -1.109 -1.406 2.977 0.031 -0.016 0.010 0.38
H -3.958 -0.864 1.952 0.011 -0.001 0.001 0.29
H -3.428 -0.979 3.626 0.004 0.009 0.010 0.43
H -3.441 -2.432 2.604 -0.006 -0.007 0.002 0.37
C -1.981 3.994 0.820 -0.014 0.004 -0.007 -1.64
C -1.773 3.305 2.186 -0.007 0.000 -0.069 1.37
C -3.092 3.411 2.984 0.008 -0.003 0.007 -1.81
C -0.676 4.072 2.952 0.004 -0.012 -0.013 -1.65
O -1.437 1.990 2.022 0.044 0.024 0.072 0.17
H -2.271 5.049 0.915 0.001 -0.003 -0.007 0.44
H -2.758 3.460 0.266 -0.006 0.010 -0.001 0.29
H -1.053 3.922 0.246 -0.001 -0.006 0.010 0.23
H -3.409 4.449 3.152 0.003 -0.005 -0.002 0.40
H -2.959 2.920 3.952 -0.003 -0.002 0.003 0.31
H -3.881 2.883 2.441 0.000 -0.002 0.000 0.35
H -0.901 5.142 3.058 0.002 -0.003 0.001 0.45
H 0.270 3.950 2.416 -0.003 0.007 -0.007 0.27
H -0.550 3.636 3.946 0.000 -0.006 0.016 0.29
Se 2.306 0.305 2.329 0.009 -0.069 0.011 -0.39
C 1.523 0.018 4.049 0.038 0.012 -0.022 -0.06
C 2.173 -0.748 5.024 -0.002 -0.014 0.019 -0.46
C 1.617 -0.941 6.282 0.001 0.003 -0.008 -0.39
C 0.391 -0.371 6.605 0.002 -0.004 -0.003 -0.54
C -0.264 0.391 5.641 -0.008 0.001 0.006 -0.53
C 0.287 0.587 4.382 -0.009 -0.005 0.037 0.23
H 3.129 -1.198 4.780 -0.001 -0.001 -0.003 0.32
H 2.146 -1.544 7.015 0.000 -0.001 0.002 0.30
H -0.048 -0.522 7.585 0.001 -0.001 0.005 0.34
H -1.226 0.842 5.868 0.000 -0.001 -0.004 0.37
H -0.244 1.172 3.633 -0.017 0.009 -0.015 -0.05
```
Positions in Å, forces in eV/Å.